{"formula": "ClHgI2O8S", "method": "wB97M-V/def2-TZVPD", "symbols": ["Hg", "S", "O", "O", "O", "O", "I", "I", "Cl", "O", "O", "O", "O"], "positions_angstrom": [[2.55110, 4.64726, -22.32086], [-1.94846, 7.70888, -22.32814], [-1.49426, 6.44704, -21.61696], [-1.93309, 8.87953, -21.48975], [-0.94555, 7.82060, -23.43245], [-3.33865, 7.56702, -22.82026], [3.52455, 8.05708, -19.43865], [0.64543, 0.34819, -20.67530], [-1.20673, 2.48803, -27.22226], [-2.48186, 2.70136, -26.79855], [-0.09262, 3.20606, -26.68333], [-0.94057, 1.15671, -26.97018], [-1.32945, 2.77944, -28.54385]], "multiplicity": 1, "charge": -3, "orbital_gap_ev": 2.02, "de_lowest_kj_mol": 419.1, "lumo_energy_ev": 1.44, "e_homo_ev": -0.58, "largest_force_ev_per_a": 8.01}